The following is a DFT calculation (wB97M-V/def2-TZVPD) of C38H56BrGeN3OPdS3Si3 as an isolated structure at a distorted geometry.

Geometry as XYZ:
```
107
C38H56BrGeN3OPdS3Si3 wB97M-V/def2-TZVPD
Pd -0.240 -1.460 -0.224
C 5.566 4.157 -2.610
C 5.444 3.138 -1.467
C 6.455 2.016 -1.704
C 5.781 3.826 -0.137
C 4.013 2.611 -1.427
C 3.693 1.303 -1.725
C 2.365 0.903 -1.700
Br 2.075 -0.917 -2.091
C 1.306 1.749 -1.412
O 0.004 1.295 -1.343
C 1.616 3.094 -1.102
C 2.954 3.464 -1.122
C 0.556 4.129 -0.713
C -0.126 3.655 0.582
C -0.417 4.304 -1.880
C 1.149 5.512 -0.427
H 6.587 4.537 -2.664
H 4.898 5.007 -2.461
H 5.321 3.698 -3.570
H 7.465 2.428 -1.678
H 6.320 1.545 -2.680
H 6.394 1.245 -0.933
H 6.806 4.200 -0.163
H 5.697 3.128 0.699
H 5.125 4.675 0.063
H 4.453 0.573 -1.964
H 3.193 4.488 -0.883
H -0.549 2.655 0.488
H -0.917 4.348 0.878
H 0.607 3.617 1.389
H -0.918 3.378 -2.127
H 0.125 4.642 -2.766
H -1.171 5.057 -1.641
H 1.829 5.503 0.426
H 0.333 6.195 -0.186
H 1.676 5.923 -1.290
S 2.299 -2.821 6.554
C 1.627 -2.152 5.226
S 2.474 -1.884 3.720
C 1.029 -1.262 3.000
N 0.006 -1.241 3.784
N 0.335 -1.720 5.016
C -0.720 -1.740 5.988
C -0.508 -1.202 7.246
C -1.538 -1.239 8.174
C -2.762 -1.798 7.840
C -2.964 -2.323 6.571
C -1.939 -2.300 5.638
S 1.104 -0.607 1.375
H 0.445 -0.759 7.494
H -1.378 -0.827 9.161
H -3.558 -1.833 8.573
H -3.917 -2.763 6.309
H -2.076 -2.721 4.651
C -3.887 -2.127 -3.387
Si -2.200 -2.477 -2.732
C -0.971 -2.502 -4.145
C -2.277 -4.016 -1.703
Ge -1.152 0.031 -1.918
Si -2.210 -1.114 1.076
C -2.235 0.354 2.214
C -2.151 -2.780 1.922
C -3.825 -1.150 0.124
Si -2.912 1.552 -2.658
C -2.128 2.268 -4.199
C -4.612 0.946 -3.130
C -3.153 2.698 -1.203
H -4.122 -3.085 -3.870
H -3.912 -1.343 -4.138
H -4.648 -1.919 -2.639
H -0.891 -3.530 -4.514
H 0.033 -2.163 -3.892
H -1.332 -1.879 -4.967
H -2.169 -4.854 -2.402
H -3.258 -4.095 -1.228
H -1.523 -4.121 -0.940
H -1.254 0.785 2.395
H -2.631 0.012 3.175
H -2.894 1.130 1.815
H -1.319 -2.875 2.614
H -2.087 -3.593 1.199
H -3.086 -2.904 2.482
H -3.934 -0.374 -0.636
H -4.620 -0.988 0.860
H -3.997 -2.122 -0.342
H -2.235 1.552 -5.018
H -1.069 2.501 -4.084
H -2.635 3.188 -4.502
H -4.659 0.469 -4.106
H -5.189 1.876 -3.182
H -5.101 0.299 -2.404
H -2.337 2.706 -0.485
H -4.067 2.400 -0.681
H -3.290 3.719 -1.566
N 2.847 -8.215 -0.487
C 2.413 -7.153 -0.428
C 1.857 -5.826 -0.362
C 1.502 -5.172 -1.538
C 0.954 -3.900 -1.475
C 0.753 -3.290 -0.244
C 1.137 -3.927 0.927
C 1.683 -5.203 0.867
H 1.657 -5.658 -2.492
H 0.706 -3.397 -2.398
H 1.023 -3.452 1.889
H 1.980 -5.710 1.776
```

The net charge is +1. The value obtained for the largest force on an atom is 1.3 eV Å⁻¹. The calculation puts the energy relative to the best compared isomer or geometry (same formula, charge and spin) at 15.2 kcal/mol. As for the HOMO-LUMO gap (spin up / spin down): 5.13 / 4.82 eV. The calculation puts the total energy at -233003.4520 eV. The value obtained for the highest occupied orbital energy (spin up / spin down) is -9.96 / -10.03 eV. As for the expectation value of S²: 0.7775. The spin multiplicity is 2.

***

The following is a DFT calculation (wB97M-V/def2-TZVPD) of a 2-piece molecular cluster, C17H26ClF3O6PS overall at a distorted geometry.

Geometry as XYZ:
```
55
C17H26ClF3O6PS wB97M-V/def2-TZVPD
C 3.396 1.866 4.844
C 2.213 1.465 3.893
C 1.016 0.758 4.369
C -0.092 0.425 3.460
C -0.045 0.746 2.030
C -1.191 0.419 1.031
C -1.444 -1.124 0.803
C -2.536 1.027 1.672
C 1.171 1.426 1.538
O 1.282 1.743 0.191
C 2.398 1.070 -0.465
C 2.570 -0.439 -0.075
C 2.695 -1.333 -1.394
O 3.263 -2.630 -1.072
C 2.327 -3.616 -1.006
F 2.809 -4.620 -0.185
F 1.128 -3.247 -0.479
F 2.185 -4.176 -2.272
P 4.136 -0.610 0.914
O 5.488 -0.819 -0.132
Cl 3.926 -2.412 2.032
C 2.247 1.783 2.467
H 3.306 2.942 5.167
H 3.415 1.175 5.729
H 4.359 1.794 4.263
H 0.963 0.500 5.455
H -0.975 -0.089 3.921
H -0.948 0.922 0.061
H -0.982 -1.418 -0.182
H -2.559 -1.251 0.658
H -1.086 -1.784 1.628
H -2.246 1.976 2.191
H -2.885 0.255 2.412
H -3.253 1.184 0.815
H 2.283 1.199 -1.583
H 3.345 1.633 -0.195
H 3.415 -0.790 -2.080
H 1.720 -1.382 -1.946
H 5.837 -1.708 0.069
H 3.160 2.292 2.070
O -3.880 1.117 -1.434
S -3.692 1.351 -2.834
O -4.751 1.853 -3.663
O -3.089 0.023 -3.508
C -3.804 -1.207 -3.347
C -5.047 -1.257 -4.216
C -2.274 2.379 -3.059
H -4.049 -1.371 -2.294
H -3.124 -2.006 -3.647
H -5.779 -0.512 -3.900
H -5.520 -2.239 -4.156
H -4.797 -1.044 -5.257
H -1.452 1.987 -2.462
H -2.537 3.381 -2.726
H -2.016 2.395 -4.116
```

The net charge is -1. The value obtained for the largest force on an atom is 2.9 eV Å⁻¹. The calculation puts the energy relative to the best compared isomer or geometry (same formula, charge and spin) at 64.7 kcal/mol. As for the HOMO-LUMO gap: 5.69 eV. The calculation puts the total energy at -71133.9800 eV. The value obtained for the highest occupied orbital energy is -3.33 eV. The spin multiplicity is 1.

***

The following is a DFT calculation (wB97M-V/def2-TZVPD) of C32H24BrF3N2O2PtSi as an isolated structure at a distorted geometry.

Geometry as XYZ:
```
66
C32H24BrF3N2O2PtSi wB97M-V/def2-TZVPD
Pt 0.074 1.381 -1.102
Br -5.397 -2.892 -3.382
C -4.407 -1.600 -2.461
C -3.627 -0.756 -3.168
C -2.824 0.221 -2.575
C -2.788 0.217 -1.178
C -3.561 -0.657 -0.441
C -4.352 -1.613 -1.025
N -1.879 1.127 -0.601
C -2.289 1.906 0.418
C -1.501 2.975 0.781
C -1.973 4.020 1.643
C -1.095 5.030 1.937
C 0.227 5.112 1.385
C 0.603 4.083 0.542
N -0.240 3.067 0.233
H -3.591 -0.906 -4.246
H -2.193 0.870 -3.121
H -3.509 -0.605 0.627
H -4.882 -2.390 -0.450
H -3.266 1.754 0.928
H -2.996 4.035 2.009
H -1.408 5.838 2.539
H 0.907 5.926 1.545
H 1.586 4.084 0.171
F 5.209 1.854 -2.156
C 3.987 2.003 -2.730
F 3.907 3.118 -3.477
F 3.845 1.003 -3.679
C 2.912 1.943 -1.606
O 3.302 2.031 -0.447
O 1.753 1.721 -2.086
C -1.712 -4.577 -1.084
C -1.463 -3.597 -2.059
C -0.949 -2.366 -1.611
C -0.621 -2.110 -0.286
C -0.778 -3.154 0.612
C -1.355 -4.356 0.244
Si 0.438 -0.621 0.202
C 0.285 -0.025 1.971
C -0.731 -0.442 2.880
C -0.766 0.039 4.147
C 0.140 1.090 4.542
C 1.125 1.469 3.694
C 1.204 0.950 2.414
C 2.200 -1.105 -0.163
C 2.667 -1.418 -1.437
C 3.840 -2.114 -1.676
C 4.606 -2.539 -0.666
C 4.287 -2.159 0.615
C 3.107 -1.436 0.884
H -2.003 -5.564 -1.382
H -1.570 -3.708 -3.135
H -0.729 -1.590 -2.340
H -0.409 -3.107 1.675
H -1.458 -5.160 1.000
H -1.490 -1.147 2.558
H -1.541 -0.241 4.854
H -0.012 1.528 5.484
H 1.800 2.225 3.980
H 1.939 1.363 1.722
H 2.046 -1.101 -2.230
H 4.130 -2.241 -2.766
H 5.457 -3.174 -0.822
H 4.895 -2.423 1.472
H 2.885 -1.087 1.878
```

The value obtained for the largest force on an atom is 3.8 eV Å⁻¹. The calculation puts the energy relative to the best compared isomer or geometry (same formula, charge and spin) at 0.0 kcal/mol. As for the HOMO-LUMO gap (spin up / spin down): 6.28 / 7.07 eV. The calculation puts the total energy at -129967.9451 eV. The value obtained for the highest occupied orbital energy (spin up / spin down) is -6.70 / -8.60 eV. As for the expectation value of S²: 2.0220. The spin multiplicity is 3.

***

The following is a DFT calculation (wB97M-V/def2-TZVPD) of a 2-piece molecular cluster, C4H12 overall.

Geometry as XYZ:
```
16
C4H12 wB97M-V/def2-TZVPD
C 0.435 -1.912 0.372
C 1.737 -1.739 -0.383
H 0.621 -2.306 1.368
H -0.072 -0.970 0.577
H -0.287 -2.591 -0.076
H 1.634 -1.174 -1.305
H 2.162 -2.711 -0.636
H 2.483 -1.258 0.241
C -0.349 1.788 -0.247
C -1.827 1.858 0.184
H -0.008 2.756 -0.603
H 0.291 1.615 0.611
H -0.170 1.025 -0.991
H -1.955 1.591 1.229
H -2.452 1.172 -0.389
H -2.242 2.855 0.051
```

The value obtained for the largest force on an atom is 0.8 eV Å⁻¹. The calculation puts the energy relative to the best compared isomer or geometry (same formula, charge and spin) at 3.8 kcal/mol. As for the HOMO-LUMO gap: 12.91 eV. The calculation puts the total energy at -4342.3637 eV. The value obtained for the highest occupied orbital energy is -11.75 eV. The SMILES is CC.CC. The spin multiplicity is 1.

***

The following is a DFT calculation (wB97M-V/def2-TZVPD) of a 4-piece molecular cluster, C22H39F3O15PS overall at a distorted geometry.

Geometry as XYZ:
```
81
C22H39F3O15PS wB97M-V/def2-TZVPD
C -0.180 3.006 3.986
C 0.542 1.606 4.294
O -0.068 0.599 3.436
C 0.873 0.386 2.337
C 0.105 -0.370 1.133
O 0.723 -0.068 -0.134
C 1.934 -0.871 -0.323
P 3.194 0.000 -1.507
C 4.218 0.730 -0.065
C 3.832 2.247 0.298
O 3.840 3.130 -0.866
C 2.683 3.934 -0.795
C 1.535 3.831 -1.908
O 2.529 4.763 0.114
S 4.362 -1.855 -1.599
O 4.166 -2.799 -0.442
O 3.887 -2.596 -2.841
C 6.214 -1.625 -1.799
F 6.743 -2.878 -2.200
F 6.879 -1.325 -0.600
F 6.552 -0.733 -2.830
H -1.229 2.741 3.614
H 0.400 3.582 3.189
H -0.210 3.663 4.910
H 1.650 1.717 4.081
H 0.339 1.349 5.379
H 1.761 -0.205 2.727
H 1.219 1.401 1.971
H 0.009 -1.487 1.362
H -0.940 0.102 1.113
H 2.380 -1.180 0.673
H 1.585 -1.824 -0.859
H 2.373 -0.494 -2.607
H 4.089 0.699 -2.420
H 2.325 1.159 -1.468
H 5.313 0.779 -0.414
H 4.157 0.135 0.907
H 2.889 2.328 0.922
H 4.680 2.621 0.976
H 0.577 3.463 -1.436
H 1.916 3.101 -2.698
H 1.335 4.852 -2.380
C -0.598 -6.354 -2.627
C 0.159 -5.484 -1.647
C 0.010 -5.917 -0.216
O 0.164 -4.692 0.494
C -0.221 -3.700 -0.352
O -0.405 -2.562 -0.025
O -0.377 -4.162 -1.619
H -0.346 -7.409 -2.500
H -1.679 -6.228 -2.513
H -0.357 -6.063 -3.652
H 1.213 -5.417 -1.936
H 0.777 -6.634 0.081
H -0.976 -6.334 0.014
C -4.885 -1.055 -0.738
C -3.943 -2.164 -1.150
C -3.239 -1.903 -2.448
O -3.005 -3.218 -2.941
C -3.969 -4.015 -2.413
O -4.185 -5.140 -2.765
O -4.658 -3.372 -1.431
H -4.378 -0.088 -0.735
H -5.752 -1.003 -1.403
H -5.273 -1.245 0.266
H -3.231 -2.371 -0.345
H -2.296 -1.373 -2.306
H -3.848 -1.357 -3.176
C -4.447 6.075 2.187
C -3.795 4.710 2.207
C -2.362 4.719 1.755
O -2.203 3.412 1.215
C -3.432 3.003 0.804
O -3.628 2.036 0.132
O -4.407 3.838 1.257
H -3.856 6.807 2.742
H -4.586 6.430 1.163
H -5.442 6.024 2.637
H -3.896 4.257 3.199
H -1.668 4.881 2.581
H -2.156 5.451 0.969
```

The net charge is -1. The value obtained for the largest force on an atom is 6.6 eV Å⁻¹. As for the HOMO-LUMO gap: 6.74 eV. The calculation puts the total energy at -82431.1942 eV. The value obtained for the highest occupied orbital energy is -4.65 eV. The spin multiplicity is 1.

***

The following is a DFT calculation (wB97M-V/def2-TZVPD) of C52H59Ge2N2OReS4Te as an isolated structure at a distorted geometry.

Geometry as XYZ:
```
122
C52H59Ge2N2OReS4Te wB97M-V/def2-TZVPD
Re -2.666 2.572 0.860
C 2.142 -2.015 -4.640
C 1.307 -2.873 -3.670
C -0.058 -2.763 -3.788
C -0.916 -3.182 -2.761
C -2.376 -2.910 -2.977
C -0.326 -3.691 -1.624
C 1.053 -3.857 -1.521
C 1.725 -4.392 -0.283
C 1.864 -3.437 -2.540
C -1.082 -4.045 -0.421
C -1.272 -5.422 -0.295
C -1.627 -5.920 0.938
C -1.922 -5.005 1.968
C -1.928 -3.642 1.756
C -1.552 -3.125 0.484
Ge -1.424 -1.072 0.178
S -3.103 0.309 1.135
S -0.519 -0.262 -1.734
Ge 0.679 1.142 -0.277
S -0.812 2.810 -0.369
S 0.134 -0.016 1.533
C 2.579 1.992 -0.232
C 2.759 3.296 -0.694
C 3.374 4.310 0.091
C 3.773 4.006 1.440
C 3.724 2.662 1.798
C 3.379 1.588 0.934
C 4.199 0.311 1.139
C 5.486 0.478 1.806
C 6.387 1.703 1.571
C 5.991 -0.550 2.538
C 5.399 -1.807 2.587
C 5.863 -2.968 3.414
C 4.314 -2.029 1.697
C 3.736 -1.006 0.973
C 2.796 -1.404 -0.131
C 2.579 3.616 -2.084
C 3.279 2.880 -3.070
C 4.516 1.983 -2.885
C 2.952 3.053 -4.415
C 2.012 3.965 -4.798
C 1.650 4.093 -6.277
C 1.483 4.846 -3.876
C 1.710 4.632 -2.528
C 1.032 5.519 -1.426
C -2.232 -2.807 2.911
C -3.542 -2.453 3.250
C -4.674 -2.911 2.400
C -3.792 -1.724 4.388
C -2.722 -1.286 5.229
C -2.993 -0.559 6.513
C -1.443 -1.654 4.848
C -1.168 -2.418 3.739
C 0.238 -2.923 3.500
H 2.911 -1.519 -4.066
H 1.453 -1.219 -4.929
H 2.543 -2.482 -5.504
H -0.523 -2.242 -4.619
H -2.525 -1.843 -3.186
H -2.985 -3.085 -2.137
H -2.727 -3.440 -3.843
H 1.985 -5.485 -0.494
H 1.058 -4.436 0.584
H 2.636 -3.892 0.005
H 2.935 -3.343 -2.358
H -0.960 -6.074 -1.098
H -1.636 -6.952 1.066
H -2.194 -5.446 2.975
H 3.718 5.193 -0.459
H 4.113 4.688 2.236
H 4.125 2.377 2.815
H 6.321 2.015 0.500
H 7.461 1.343 1.696
H 6.233 2.599 2.230
H 6.926 -0.383 3.052
H 5.890 -3.945 2.840
H 5.181 -3.177 4.246
H 6.910 -2.864 3.822
H 3.982 -3.066 1.616
H 1.858 -1.715 0.374
H 3.144 -2.299 -0.566
H 2.609 -0.637 -0.871
H 4.822 1.932 -1.794
H 5.369 2.373 -3.463
H 4.323 0.933 -3.285
H 3.409 2.402 -5.148
H 2.488 4.360 -6.937
H 0.872 4.859 -6.414
H 1.254 3.139 -6.627
H 0.751 5.591 -4.230
H 0.127 6.013 -1.786
H 1.789 6.199 -0.969
H 0.676 4.917 -0.620
H -5.634 -2.470 2.736
H -4.761 -3.992 2.462
H -4.467 -2.604 1.374
H -4.775 -1.374 4.640
H -4.043 -0.554 6.754
H -2.639 0.439 6.452
H -2.520 -1.014 7.357
H -0.611 -1.331 5.489
H 0.772 -2.707 4.416
H 0.659 -2.389 2.672
H 0.279 -4.009 3.357
O -6.176 9.940 -8.304
H -6.077 10.381 -7.449
H -5.657 9.162 -8.148
H -4.079 3.306 0.164
C -7.799 1.832 2.688
N -7.933 1.654 1.223
C -7.809 0.426 0.652
C -7.816 0.653 -0.700
N -7.914 1.965 -0.981
C -8.023 2.560 0.203
H -8.699 1.359 3.130
H -7.622 2.882 3.029
H -6.913 1.277 3.000
H -7.500 -0.414 1.248
H -7.728 -0.073 -1.481
H -8.098 3.641 0.406
Te -2.699 4.427 2.647
```

The net charge is -1. The value obtained for the largest force on an atom is 2.5 eV Å⁻¹. The calculation puts the energy relative to the best compared isomer or geometry (same formula, charge and spin) at 144.4 kcal/mol. As for the HOMO-LUMO gap (spin up / spin down): 4.90 / 5.72 eV. The calculation puts the total energy at -225707.1734 eV. The value obtained for the highest occupied orbital energy (spin up / spin down) is -3.38 / -4.35 eV. As for the expectation value of S²: 3.8231. The spin multiplicity is 4.

***

- Among the records above, which one has the highest total energy?
  C4H12

***

- The highest total energy belongs to which entry?
  C4H12

***

- Which formula does entry 3 have?
  C32H24BrF3N2O2PtSi